C22H26N4O2S | ωB97M-V/def2-TZVPD

The energy relative to the best compared isomer or geometry (same formula, charge and spin) comes out at 41.41 kcal/mol. As for the structure (SMILES): CCc1ccc(CN2CCC(C(=O)Nc3cccc(-c4nnc(C)s4)c3)CC2)o1. As for the total charge: 0. Its orbital gap is 0.311 hartree. Its multiplicity is 1. The value obtained for the HOMO energy is -0.3070 Ha.

The geometry in XYZ format:
```
55
Properties=species:S:1:pos:R:3:forces:R:3:mulliken_charge:R:1
C -9.14121 -0.39880 1.96236 0.1 0.0 -0.2 -1.42
C -8.35757 -0.58511 0.66987 0.1 0.1 -0.1 0.05
C -7.30122 0.45340 0.48877 -0.3 0.2 0.7 -0.27
C -6.93840 1.53748 1.22997 -0.2 -0.5 -0.2 0.05
C -5.85601 2.14521 0.54461 0.1 -0.3 -0.6 -1.08
C -5.63535 1.39484 -0.57142 0.3 0.8 0.3 0.94
C -4.59532 1.48890 -1.64426 -0.1 -0.2 0.1 -1.55
N -3.36810 0.75680 -1.36301 0.0 0.0 0.0 0.13
C -3.56614 -0.67960 -1.28522 0.2 -0.1 -0.2 -0.48
C -2.21263 -1.37992 -1.24969 -0.2 -0.1 0.2 -1.14
C -1.40692 -0.89680 -0.03709 0.1 -0.1 -0.2 0.95
C -0.12283 -1.71839 0.04869 -0.3 0.3 0.1 -0.12
O -0.17093 -2.92006 0.19504 0.0 -0.3 0.0 -0.68
N 1.03585 -1.00831 -0.05505 0.0 0.5 -0.1 0.05
C 2.35330 -1.46655 0.02436 0.3 -0.3 0.0 0.54
C 2.68990 -2.81722 0.08015 -0.2 -0.1 0.0 -0.57
C 4.02110 -3.19078 0.15882 0.1 0.1 0.0 -0.74
C 5.02740 -2.24615 0.18438 0.0 0.2 0.0 -0.74
C 4.69807 -0.88993 0.12831 -0.6 -0.7 0.0 0.75
C 5.75144 0.09718 0.16526 0.1 1.3 0.0 0.13
N 7.00985 -0.17373 0.23577 -0.8 -1.4 0.0 -0.16
N 7.80068 0.88248 0.26572 1.3 1.0 0.1 -0.65
C 7.18958 2.01048 0.22019 -1.0 0.2 -0.1 0.63
C 7.84896 3.33240 0.24036 0.1 0.2 0.0 -1.01
S 5.44276 1.83611 0.12861 0.8 -0.7 0.1 -0.23
C 3.36297 -0.50971 0.04570 0.2 -0.2 0.0 -0.62
C -1.27471 0.62100 -0.12383 -0.3 0.0 0.2 -1.16
C -2.67013 1.24407 -0.19025 0.3 0.1 -0.1 -0.95
O -6.51097 0.36122 -0.60528 -0.1 -0.2 -0.2 -0.35
H -9.64180 0.56602 1.96920 -0.1 0.1 0.1 0.32
H -8.47780 -0.45123 2.82193 0.0 0.0 0.1 0.34
H -9.89284 -1.17825 2.05843 -0.1 0.0 0.0 0.39
H -9.03833 -0.54788 -0.18626 0.0 -0.1 0.0 0.25
H -7.88486 -1.57207 0.65945 0.0 0.0 -0.1 0.28
H -7.37669 1.87114 2.14757 -0.2 0.0 0.2 0.50
H -5.32364 3.02661 0.84021 0.2 0.2 0.0 0.50
H -5.00596 1.09367 -2.57704 0.0 0.1 0.0 0.42
H -4.32803 2.53861 -1.79235 -0.1 -0.1 0.0 0.45
H -4.14852 -0.96670 -0.39262 0.0 0.0 0.0 0.30
H -4.12324 -0.99634 -2.16972 -0.1 0.0 0.1 0.42
H -2.34945 -2.45992 -1.19313 0.0 0.0 0.0 0.40
H -1.66402 -1.14545 -2.16393 0.0 0.0 -0.1 0.35
H -1.97730 -1.15150 0.86523 0.1 0.0 0.0 0.32
H 0.95306 -0.00676 -0.15050 -0.1 -0.2 0.0 0.02
H 1.90926 -3.55863 0.06658 0.0 0.0 0.0 0.55
H 4.27147 -4.23986 0.20090 0.0 -0.1 0.0 0.39
H 6.06597 -2.52645 0.24789 0.1 0.0 0.0 0.51
H 7.49448 3.91955 1.08655 0.1 0.1 0.0 0.30
H 8.92335 3.19170 0.32029 0.0 0.0 0.0 0.29
H 7.62178 3.88224 -0.67225 0.1 0.1 0.0 0.29
H 3.10894 0.54139 0.00135 -0.1 0.1 0.0 0.44
H -0.74329 0.90277 -1.03597 0.1 0.0 0.0 0.38
H -0.75401 1.02607 0.74769 0.1 0.0 0.0 0.50
H -3.21685 1.01503 0.74190 0.0 0.1 0.0 0.37
H -2.58304 2.33060 -0.27252 0.0 0.0 0.1 0.40
```
Forces are in eV/Å.